{
  "formula": "C9H32BO7V",
  "method": "wB97M-V/def2-TZVPD",
  "homo_ha": -0.351,
  "energy_ha": -1857.5226,
  "lumo_energy_ev": -0.071,
  "de_lowest_kcal_mol": 0.0,
  "symbols": ["V", "O", "O", "O", "O", "O", "O", "O", "C", "C", "C", "C", "C", "C", "C", "C", "C", "B", "H", "H", "H", "H", "H", "H", "H", "H", "H", "H", "H", "H", "H", "H", "H", "H", "H", "H", "H", "H", "H", "H", "H", "H", "H", "H", "H", "H", "H", "H", "H", "H"],
  "positions_angstrom": [[0.623271, -1.010405, -0.319655], [-1.580404, -0.009328, 0.488453], [1.139544, -1.313899, 1.976430], [-0.743266, -2.903501, 0.220453], [-1.925500, 0.546576, -5.417610], [2.833093, 4.793377, -1.719404], [-0.022451, -1.120651, -1.753293], [1.180478, 0.464940, -0.158433], [-3.785032, 0.831037, -0.081996], [-2.317825, 0.767263, -0.472734], [0.397581, -0.853187, 4.225338], [2.373570, 0.332620, 3.220777], [-1.638263, 2.128803, -0.649365], [-1.683008, -2.990660, 1.297353], [-1.306541, -0.248480, -4.407786], [2.969790, 3.423294, -1.334241], [0.999365, -0.264347, 2.935255], [2.705343, -2.041624, -0.721563], [-2.234843, 0.217476, -1.410845], [0.090854, -0.091807, 4.939300], [1.591877, -2.066985, 2.373673], [2.911219, -1.261520, 0.120348], [-2.602207, -2.471511, 1.022844], [3.658790, 2.850655, -1.965776], [0.322269, 0.486094, 2.531953], [-1.874665, 0.064939, -6.246860], [3.034050, -0.482135, 3.520780], [-0.262694, -0.410230, -4.686138], [-0.437286, -1.525345, 4.020857], [-1.358017, 0.282930, -3.462909], [-4.376052, 1.235390, -0.904827], [-1.238647, -2.458205, 2.132367], [3.712750, -2.571761, -0.927485], [3.339238, 3.378525, -0.313054], [-1.306922, 2.463118, 0.333023], [2.363466, -1.501702, -1.677853], [2.008812, 2.916003, -1.451515], [-1.783898, 0.322086, 1.370932], [2.144600, 4.822996, -2.386282], [-4.224650, -0.161206, 0.059753], [1.858548, -2.740686, -0.380279], [2.768236, 0.744541, 2.288801], [2.371630, 1.152141, 3.936592], [-1.877171, -4.028354, 1.563667], [-2.333920, 2.864486, -1.066884], [-1.102338, -3.327677, -0.565299], [-1.787062, -1.220266, -4.254707], [1.164774, -1.490878, 4.677638], [-0.831842, 2.109932, -1.378886], [-3.928642, 1.367128, 0.859090]],
  "atomic_forces_ev_per_a": [[2.136, 0.175, -0.449], [0.250, -0.690, 0.041], [-0.844, 0.060, -0.439], [0.204, 0.186, 0.417], [-0.300, -0.080, 0.221], [0.206, -0.220, 0.071], [-0.567, 0.226, 0.171], [-0.938, -0.306, -0.092], [-0.114, -0.461, -0.046], [0.064, 0.206, -0.532], [0.342, -0.366, -0.413], [-0.099, 0.133, -0.985], [-0.760, 0.094, -0.267], [-0.015, 0.288, -0.309], [0.240, -0.021, -0.364], [-0.286, -0.210, -0.495], [0.112, -0.049, 1.483], [0.436, 0.762, 0.635], [0.064, -0.165, 0.141], [0.068, 0.038, -0.006], [0.099, 0.025, -0.185], [0.249, 0.749, 0.897], [-0.088, -0.135, 0.071], [0.183, 0.339, -0.055], [0.081, -0.092, -0.384], [0.001, 0.019, -0.010], [0.111, 0.161, 0.267], [0.057, -0.096, 0.375], [-0.196, 0.248, -0.092], [0.098, 0.170, -0.101], [0.093, 0.511, 0.220], [0.041, -0.123, 0.069], [0.730, -0.829, -0.248], [-0.200, 0.023, 0.060], [0.225, 0.250, -0.128], [-0.612, 0.922, -1.421], [0.031, -0.095, 0.514], [0.125, 0.045, -0.058], [0.047, 0.123, -0.077], [0.378, -0.130, 0.087], [-1.607, -1.625, 0.646], [0.029, -0.100, -0.002], [-0.150, -0.213, 0.281], [0.005, -0.014, 0.026], [-0.159, -0.082, 0.274], [0.086, 0.153, -0.092], [-0.084, 0.045, -0.149], [-0.022, 0.153, 0.220], [0.368, -0.315, 0.398], [-0.117, 0.319, -0.184]],
  "lowdin_charge": [0.84, -0.11, -0.12, -0.17, -0.13, -0.13, -0.31, -0.31, -0.04, -0.45, -0.04, -0.03, -0.03, -0.10, -0.17, -0.15, -0.46, -0.37, 0.11, 0.09, 0.13, -0.03, 0.08, 0.08, 0.13, 0.07, 0.09, 0.08, 0.06, 0.04, 0.09, 0.06, 0.00, 0.08, 0.09, -0.01, 0.06, 0.10, 0.06, 0.08, -0.03, 0.08, 0.09, 0.09, 0.08, 0.11, 0.08, 0.09, 0.07, 0.09]
}